The following is a quantum chemistry calculation of C3H2FNO2 in the gas phase, from the OMol25 dataset.

Calculated values
SMILES ... Oc1ncc(F)o1
Frontier orbital gap ... 9.67 eV
DFT total energy ... -11445.1243 eV
HOMO ... -9.0 eV
Energy relative to the best compared isomer or geometry (same formula, charge and spin) ... 0.0 kJ/mol
Molecular weight ... 103.052 u
Maximum force ... 1.22 eV Å⁻¹
LUMO energy ... 0.64 eV

Atoms and positions in Å:
C1 -0.774 -0.065 0.464
C2 1.260 -0.086 -0.101
C3 0.526 0.299 -1.152
H1 -1.780 -0.445 1.982
H2 2.326 -0.194 -0.006
N1 0.387 -0.325 0.965
O1 -1.963 -0.142 1.055
O2 -0.784 0.314 -0.812
F1 0.803 0.644 -2.393